# C3H6N2OS

2 unconnected molecules or ions with the total composition C3H6N2OS (the ωB97M-V functional and the def2-TZVPD basis, the OMol25 dataset).

CARTESIAN COORDINATES (ANGSTROEM)
S  2.47  0.23  0.00
O  -1.18  -1.24  -0.08
N  1.12  -0.80  -0.13
N  -0.47  1.00  -0.06
C  -2.37  -0.36  0.14
C  -0.16  -0.27  -0.03
C  -1.92  1.11  -0.08
H  -2.49  1.83  0.67
H  -3.13  -0.72  -0.49
H  -2.34  1.52  -1.02
H  -2.59  -0.68  1.16
H  1.44  1.66  0.86
H  1.23  -1.69  0.58

For the HOMO-LUMO gap, the calculation gives 8.593 eV.



# C21H27N5O2

C21H27N5O2 in the gas phase (the ωB97M-V functional and the def2-TZVPD basis, the OMol25 dataset).

CARTESIAN COORDINATES (ANGSTROEM)
O  -2.22  1.51  -1.19
O  0.51  -0.54  -0.88
N  2.20  0.48  0.16
N  4.08  -1.64  0.30
N  5.08  -1.43  1.15
N  -0.62  2.67  -0.27
N  -1.68  2.68  0.57
C  -3.80  0.88  1.89
C  -3.47  -1.31  0.68
C  -3.18  -2.45  -1.42
C  -2.96  -0.39  1.75
C  6.14  -1.19  0.40
C  -4.75  -1.85  0.77
C  -2.69  -1.62  -0.42
C  5.82  -1.24  -0.96
C  1.31  0.38  -0.84
C  -2.61  1.98  0.02
C  -4.46  -2.97  -1.33
C  4.48  -1.53  -0.98
C  2.12  -0.51  1.22
C  3.17  1.55  0.33
C  -0.96  1.97  -1.30
C  2.74  -1.84  0.78
C  2.58  2.71  1.13
C  -5.24  -2.68  -0.22
C  -0.11  1.61  -2.46
C  1.32  1.44  -1.94
C  -3.94  1.64  0.56
H  -3.33  1.54  2.62
H  2.39  2.41  2.15
H  2.14  -2.27  -0.03
H  1.67  2.40  -1.55
H  1.07  -0.68  1.47
H  -4.84  -3.62  -2.11
H  -4.80  0.63  2.25
H  3.27  3.55  1.14
H  -0.15  2.39  -3.22
H  -2.96  -0.91  2.72
H  2.76  -2.53  1.63
H  -4.46  1.02  -0.17
H  3.79  -1.67  -1.80
H  3.51  1.89  -0.65
H  -6.24  -3.09  -0.14
H  7.09  -0.99  0.86
H  -4.51  2.55  0.73
H  -1.69  -1.23  -0.51
H  6.48  -1.09  -1.79
H  -2.56  -2.68  -2.27
H  -5.36  -1.64  1.64
H  -1.93  -0.11  1.53
H  4.04  1.14  0.85
H  -0.48  0.67  -2.88
H  1.63  3.04  0.69
H  1.98  1.11  -2.74
H  2.65  -0.13  2.09

Its SMILES is CCN(CCn1cccn1)C(=O)CCc1nnc(CCCc2ccccc2)o1. For the HOMO-LUMO gap, the calculation gives 9.742 eV.